[1]
# C71H156N6O19P3

A cluster of 14 separate species, C71H156N6O19P3 in total at a distorted geometry (wB97M-V/def2-TZVPD, the OMol25 dataset).

The calculation puts the calculated total energy at -5580.0450 hartree. The calculation puts the LUMO energy at -11.166 eV. The value obtained for the highest occupied orbital energy is -12.48 eV.

The geometry in ORCA input format:
```
! wB97M-V def2-TZVPD RIJCOSX def2/J DEFGRID3
* xyz 3 1
C -6.6668 -6.8158 3.6505
C -6.1265 -5.5400 4.2731
C -4.6669 -5.1633 3.7591
C -4.5267 -5.2784 2.2120
P -3.1334 -4.4828 1.2870
C -3.4835 -2.7048 0.8828
C -3.6519 -1.7810 2.0711
C -2.8363 -1.9495 3.4344
C -2.8496 -0.6371 4.1800
C -3.2078 -5.2417 -0.3422
C -4.4684 -5.0012 -1.1836
C -4.5543 -6.0502 -2.3501
C -3.4221 -6.0021 -3.2620
C -1.5155 -4.8104 2.1173
C -0.9537 -6.1808 1.9298
C -1.1670 -7.1006 3.1253
C -0.5000 -6.6785 4.3519
H -7.6074 -7.0304 4.1528
H -5.9506 -7.6346 3.8040
H -6.8432 -6.7832 2.5875
H -6.0964 -5.7265 5.3282
H -6.7378 -4.7042 3.9914
H -3.9131 -5.8005 4.2393
H -4.3925 -4.1331 3.9522
H -5.4483 -4.8650 1.7490
H -4.5293 -6.3599 1.7921
H -4.4323 -2.6816 0.3019
H -2.6764 -2.3544 0.2369
H -4.7348 -1.6186 2.3822
H -3.3701 -0.7912 1.6512
H -1.8166 -2.2331 3.2329
H -3.2867 -2.7144 3.9893
H -3.7408 0.0207 3.9926
H -2.0671 0.0602 3.8934
H -2.6967 -0.7917 5.2691
H -3.1180 -6.3252 -0.2010
H -2.2992 -4.9468 -0.8419
H -4.3596 -4.0554 -1.7166
H -5.3856 -5.0118 -0.5841
H -5.5258 -5.8177 -2.8616
H -4.6680 -7.0689 -1.8766
H -2.4759 -6.3326 -2.7372
H -3.2417 -5.0151 -3.7042
H -3.4587 -6.7015 -4.1613
H -1.6840 -4.5862 3.1603
H -0.9498 -3.9907 1.6739
H 0.0803 -6.1422 1.6295
H -1.4281 -6.6212 1.0751
H -0.9006 -8.1346 2.7771
H -2.2580 -7.0806 3.2862
H -0.5210 -5.5886 4.5428
H 0.5054 -7.0176 4.3286
H -0.8786 -7.2402 5.2463
C -0.5952 2.2274 6.4395
C -1.5755 3.5171 6.4026
C -1.0460 4.6529 5.5528
C -0.7341 4.2556 4.0872
P -0.2520 5.6473 2.9734
C -0.7589 5.3336 1.3040
C -2.2867 5.2415 0.9917
C -2.4107 4.3012 -0.2070
C -3.7619 4.3500 -0.9045
C -1.2360 7.1374 3.6495
C -0.6247 7.9400 4.7952
C -1.2428 9.2636 4.8440
C -2.5827 9.3208 5.6881
C 1.5452 5.8859 3.0792
C 2.1293 5.6035 4.4791
C 3.6621 5.9860 4.4189
C 4.4189 5.0823 3.4608
H -1.2240 1.4253 6.8917
H 0.3120 2.3681 7.0755
H -0.3462 1.7734 5.4099
H -1.7810 3.9464 7.3909
H -2.5185 3.0622 6.0179
H -0.1232 5.1007 6.0140
H -1.7114 5.5132 5.5125
H -1.6086 3.8516 3.6260
H 0.1154 3.5731 4.0466
H -0.2594 4.3508 1.1175
H -0.2520 6.1849 0.8487
H -2.6604 6.2695 0.9708
H -2.7788 4.8268 1.8802
H -2.1949 3.2956 0.1532
H -1.5664 4.4347 -0.8944
H -4.5310 4.2534 -0.1307
H -3.9182 3.6039 -1.6781
H -3.8831 5.2761 -1.3301
H -2.2334 6.7961 3.8732
H -1.4568 7.8745 2.8298
H 0.4225 8.0567 4.5347
H -0.7362 7.3974 5.7683
H -1.3521 9.6823 3.8408
H -0.5563 9.9212 5.3854
H -3.4885 8.9738 5.1968
H -2.8289 10.3208 5.9660
H -2.4920 8.8367 6.6295
H 1.8223 6.9375 2.6470
H 1.7960 5.1375 2.3168
H 2.1146 4.5189 4.7212
H 1.6840 6.1875 5.2505
H 4.0359 5.8760 5.4236
H 3.7718 6.9538 4.1079
H 4.1005 5.2718 2.4241
H 4.4920 3.9885 3.6607
H 5.4878 5.4237 3.4183
C 7.5813 -2.5573 7.0885
C 7.5006 -1.2672 6.2541
C 6.2939 -1.2781 5.3304
C 6.4318 -2.4462 4.2296
P 5.2800 -2.5600 2.8435
C 5.3486 -4.2420 2.1411
C 6.8142 -4.5953 1.6656
C 6.6701 -5.5963 0.5240
C 7.9347 -6.3180 0.1201
C 3.6160 -2.2309 3.3294
C 3.0774 -2.9375 4.6670
C 1.6073 -3.2369 4.6098
C 0.7417 -2.0121 4.7379
C 5.7067 -1.3682 1.5147
C 4.6175 -1.2114 0.4047
C 5.3687 -0.7714 -0.9415
C 6.3622 -1.7784 -1.4667
H 7.8327 -3.4202 6.4846
H 6.6254 -2.7469 7.5910
H 8.3745 -2.5155 7.8407
H 8.4263 -1.1125 5.6691
H 7.3989 -0.3547 6.9274
H 6.1010 -0.3485 4.8327
H 5.3118 -1.4070 5.9053
H 6.3088 -3.4857 4.6596
H 7.3958 -2.4164 3.7700
H 4.5942 -4.1468 1.3173
H 5.0034 -4.9039 2.9126
H 7.2927 -5.0046 2.5621
H 7.4084 -3.7495 1.3945
H 6.1884 -4.9785 -0.2834
H 5.9932 -6.3935 0.7457
H 7.7430 -7.1513 -0.5209
H 8.4039 -6.7385 1.0061
H 8.7050 -5.7837 -0.4089
H 3.0697 -2.4970 2.4165
H 3.4936 -1.1080 3.3874
H 3.2630 -2.2800 5.5171
H 3.6145 -3.8195 4.8913
H 1.4306 -3.8840 5.4959
H 1.4038 -3.9064 3.7200
H 0.9899 -1.4635 5.6743
H -0.3325 -2.1650 4.8068
H 0.8347 -1.2821 3.9077
H 6.6944 -1.7060 1.1144
H 5.9020 -0.4248 2.0256
H 3.9113 -0.3907 0.6717
H 4.1276 -2.1747 0.3036
H 5.8227 0.2004 -0.7696
H 4.5848 -0.5663 -1.6724
H 6.7155 -1.5873 -2.4742
H 5.7904 -2.6725 -1.7107
H 7.0875 -2.0959 -0.7545
C 3.7255 7.3107 -5.5177
C 3.2798 5.8111 -5.6865
N 2.5291 5.3215 -4.5121
C 1.6462 6.0964 -3.7329
C 1.2717 5.3558 -2.6778
N 1.8360 4.1164 -2.8710
C 2.6072 4.1223 -3.9084
C 1.5836 2.9913 -1.9563
H 2.9194 8.0129 -5.3553
H 4.0813 7.6996 -6.5096
H 4.5532 7.4196 -4.7894
H 4.2290 5.2227 -5.7210
H 2.7404 5.6859 -6.6304
H 1.3193 7.0323 -4.0833
H 0.5461 5.5043 -1.8736
H 3.1138 3.2998 -4.3300
H 2.0552 3.1810 -1.0241
H 1.9769 2.1214 -2.4168
H 0.5405 2.8724 -1.6289
C -1.1457 0.7684 0.3203
C -0.7764 -0.5593 -0.1728
O -1.4869 -1.1513 -1.0050
N 0.3475 -1.0600 0.3842
H -2.3934 0.3813 -2.4867
H 1.0093 -0.6228 1.0160
C 0.8767 -2.3183 -0.0945
H -1.3124 0.7995 1.4285
H -1.9774 1.2040 -0.1912
H -0.2472 1.3964 0.2578
H 0.0683 -2.7779 -0.6540
H 1.1467 -3.0131 0.7600
H 1.7629 -2.1156 -0.7435
C 1.4796 -5.9590 -5.7797
C 0.2265 -5.3156 -5.2934
O -0.1612 -5.4770 -4.1530
N -0.3802 -4.5018 -6.1327
H 0.2957 -5.1981 -2.6858
H 0.2108 -4.0281 -6.8129
C -1.4737 -3.6735 -5.6220
H 2.0493 -6.3412 -4.9353
H 2.0964 -5.1730 -6.3128
H 1.2382 -6.8512 -6.3717
H -1.1974 -3.1878 -4.6707
H -2.2821 -4.4044 -5.5238
H -1.6958 -2.8327 -6.3148
C -4.6395 0.9427 -11.2958
C -4.8108 1.4449 -10.0956
O -4.8911 1.2075 -8.9238
N -5.1389 3.0390 -10.1231
H -6.0876 3.2184 -9.6115
H -4.3879 3.3804 -9.5337
C -5.0009 3.9235 -11.3337
H -4.3999 1.6686 -12.0605
H -5.8806 -1.4081 -5.9486
H -4.8464 -0.0519 -11.5202
H -4.1098 3.5891 -11.8051
H -4.7835 4.8560 -10.9747
H -5.7213 3.9252 -12.1219
C -4.0341 4.9217 -6.9045
C -2.8343 4.5679 -7.6215
O -2.8639 4.3376 -8.8238
N -1.6283 4.7286 -7.0743
H -1.5778 5.2807 -6.2101
H 4.5323 -4.0280 -7.5964
C -0.6631 5.1026 -8.0425
H -4.8164 4.9955 -7.6607
H -4.0913 5.8079 -6.2597
H -4.3091 4.0995 -6.2368
H -0.5567 4.4558 -8.8827
H 0.2511 5.2535 -7.5310
H -0.9621 6.0105 -8.5918
O 1.8520 2.2567 3.6463
C 1.5939 1.8311 2.3185
O 2.2448 0.7918 2.0237
O 0.9571 2.5696 1.6448
H 2.3244 1.6567 4.2616
O 1.2419 -7.1989 -2.1169
C 1.0408 -6.1268 -1.2101
O 1.2949 -6.2946 -0.0445
O 0.6192 -4.9955 -1.7482
H 1.8946 -7.7028 -1.6287
O -1.9534 1.0790 -5.4590
C -1.7356 0.3898 -4.3342
O -2.6055 0.8638 -3.3772
O -0.9806 -0.5536 -4.1928
H -2.7043 1.7396 -5.3072
O -1.2023 3.7721 -3.2117
C -2.0717 4.3815 -4.1089
O -3.0368 3.7475 -4.4732
O -1.6241 5.4809 -4.4794
H -1.6806 3.0288 -2.9356
O -6.0261 -1.3766 -2.8436
C -6.2002 -1.9297 -4.0610
O -5.5926 -1.1985 -5.0017
O -6.7816 -2.9743 -4.2815
H -5.5773 -0.5579 -2.9784
*
```

***

[2]
# C34H75N6O23

A structure of composition C34H75N6O23 at a distorted geometry (wB97M-V/def2-TZVPD, the OMol25 dataset).

The calculation puts the calculated total energy at -3397.7291 hartree. The calculation puts the LUMO energy at 5.376 eV. The value obtained for the highest occupied orbital energy is 1.42 eV.

The geometry in ORCA input format:
```
! wB97M-V def2-TZVPD RIJCOSX def2/J DEFGRID3
* xyz -3 1
C 1.9655 -0.7180 2.2553
C 1.0447 0.0704 1.2679
N -0.1685 -0.6818 0.8141
C -1.0327 -1.5043 1.4770
C -2.0471 -1.8972 0.5892
N -1.7254 -1.3773 -0.6779
C -0.5335 -0.6906 -0.4964
C -2.4467 -1.6467 -1.8387
H 1.9685 -0.2532 3.2412
H 2.9925 -0.6854 1.8915
H 1.7670 -1.7867 2.3356
H 1.5252 0.6141 0.4545
H 0.6350 0.9589 1.7483
H -1.1111 -1.4491 2.5527
H -2.9708 -2.4414 0.7195
H 0.0863 -0.2555 -1.2665
H -3.2268 -0.8887 -1.9098
H -3.0281 -2.5618 -1.7259
H -1.7321 -1.8404 -2.6386
N -4.7912 -1.2447 -2.3048
O -4.4097 -0.1154 -2.5815
O -5.5697 -1.4156 -1.3470
O -4.6077 -2.1634 -3.0421
N -1.2785 1.5099 3.0653
O -0.8265 0.4018 2.7570
O -0.5881 2.5128 2.9132
O -2.2622 1.6294 3.7015
C -2.9440 2.5112 -0.0178
C -2.5020 1.7426 -1.0494
C -0.9317 1.6266 -1.3112
O -0.5016 0.9297 -2.2957
C -0.0330 2.2389 -0.4996
C -0.4629 3.0873 0.5876
C -2.0496 3.3231 0.8296
O -2.3192 4.1960 1.6810
O 0.2754 3.5287 1.5092
O -3.3933 0.9739 -1.6616
H -4.0094 2.5887 0.1414
H 1.0465 2.2712 -0.4962
C 2.8696 0.3286 -2.3596
C 2.3873 -0.2049 -1.0119
O 3.2806 -1.2100 -0.6284
C 2.9258 -2.4762 -0.2400
O 1.7762 -2.8680 0.0189
O 3.9951 -3.2189 -0.1180
C 3.9791 -4.4470 0.5899
H 3.0158 -0.3724 -3.1814
H 3.9113 0.5738 -2.1530
H 2.3870 1.2130 -2.7756
H 1.3464 -0.5191 -1.0881
H 2.4821 0.6642 -0.3608
H 4.9982 -4.7765 0.7923
H 3.6243 -5.1608 -0.1535
H 3.4782 -4.3275 1.5505
C 5.5986 1.2061 2.3707
O 4.6801 1.7662 3.2363
C 3.3458 1.3662 2.9350
C 2.3004 2.5249 3.1378
N 2.0962 3.4089 1.9767
C 3.3699 3.9675 1.4703
C 2.9994 4.3295 0.0271
O 2.9750 3.1696 -0.7252
C 2.2826 3.2835 -1.9740
H 6.3967 0.9395 3.0635
H 5.9598 1.8947 1.6068
H 5.3652 0.2614 1.8795
H 3.0654 0.4014 3.3578
H 3.2502 1.0220 1.9052
H 2.5787 3.1675 3.9731
H 1.3195 2.0981 3.3468
H 1.6574 2.9114 1.2151
H 4.2736 3.3599 1.5176
H 3.7299 4.8314 2.0291
H 3.6429 5.0098 -0.5307
H 2.0328 4.8310 -0.0214
H 1.3884 3.9068 -1.9590
H 1.9946 2.2605 -2.2160
H 2.8970 3.6660 -2.7890
C -3.2183 4.2861 -2.5596
O -2.9674 3.2008 -3.4096
C -1.7377 3.0775 -4.0351
C -1.8044 1.6931 -4.7484
N -2.2324 0.6745 -3.8200
C -2.3378 -0.6863 -4.4626
C -0.9648 -1.3585 -4.6668
O -0.2731 -1.5260 -3.4452
C 0.7532 -2.5352 -3.4046
H -3.6355 5.0732 -3.1877
H -2.3115 4.7347 -2.1540
H -3.9754 4.0786 -1.8034
H -0.8898 3.1764 -3.3573
H -1.6325 3.8588 -4.7878
H -0.8283 1.3996 -5.1346
H -2.4338 1.6344 -5.6364
H -1.3740 0.5569 -3.3010
H -2.9739 -0.7154 -5.3473
H -2.9385 -1.3277 -3.8177
H -0.3394 -0.8091 -5.3704
H -1.1372 -2.3226 -5.1451
H 1.3445 -2.6243 -4.3159
H 0.0257 -3.3375 -3.2817
H 1.2178 -2.4966 -2.4193
C 2.0162 -2.8231 5.0199
O 1.7864 -1.4127 4.9331
H 1.3680 -3.4274 5.6546
H 1.7453 -3.1560 4.0180
H 3.0568 -3.0970 5.1937
H 1.0013 -1.2213 4.4149
C -2.9658 -3.4745 -4.4513
O -3.0023 -3.1838 -3.1257
H -3.8459 -4.0982 -4.6076
H -2.9684 -2.5896 -5.0876
H -2.1597 -4.1443 -4.7508
H -3.7808 -2.6329 -3.0158
C -1.1216 -1.4587 4.9537
O -0.1298 -1.3147 3.9668
H -1.5939 -0.5281 5.2685
H -1.9239 -1.9937 4.4457
H -0.7294 -2.0992 5.7437
H -0.4223 -0.5369 3.4860
C -5.0279 -2.9455 0.8276
O -4.1934 -2.2976 -0.0714
H -4.5942 -3.1372 1.8091
H -5.9177 -2.3655 1.0722
H -5.3602 -3.8998 0.4189
H -4.6519 -1.8157 -0.7635
C 4.2766 -1.3407 3.6331
O 3.3239 -1.9344 2.7391
H 3.8476 -0.4092 4.0024
H 4.3734 -1.9549 4.5284
H 5.3259 -1.2128 3.3670
H 2.6641 -2.4335 3.2261
C -3.1799 0.1743 1.2160
O -3.5224 -0.2084 2.6190
H -2.1277 0.4415 1.1185
H -3.3720 -0.6577 0.5386
H -3.7778 1.0690 1.0422
H -3.2128 0.5345 3.1424
*
```

***

[3]
# C20H21NOS2

An isolated molecule of C20H21NOS2 at a distorted geometry (wB97M-V/def2-TZVPD, the OMol25 dataset).

The calculation puts the calculated total energy at -1701.0594 hartree. The calculation puts the LUMO energy at -0.365 eV. The energy relative to the best compared isomer or geometry (same formula, charge and spin) comes out at 0.0 kcal per mole. The value obtained for the highest occupied orbital energy is -7.50 eV. Its SMILES is CCOC(=S)S[C@H](c1ccc(C)cc1)c1c(C)[nH]c2ccccc12.

The geometry in ORCA input format:
```
! wB97M-V def2-TZVPD RIJCOSX def2/J DEFGRID3
* xyz 0 1
C 4.7011 3.2741 0.0179
C 4.5615 1.8412 -0.4348
O 3.1348 1.4647 -0.3387
C 2.7918 0.2286 -0.7964
S 1.2085 0.0900 -1.4480
S 3.8714 -1.0183 -0.8984
H 5.7576 3.5550 0.0233
H 4.2049 3.9572 -0.6722
H 4.3028 3.4489 1.0154
H 4.8575 1.7581 -1.4935
H 5.1531 1.1352 0.1701
C 2.2318 -2.0906 1.8019
C 1.0965 -1.1639 1.8788
N 0.9368 -0.3096 2.9277
C -0.1495 0.5412 2.7041
C -0.6812 0.2000 1.4229
C -1.6336 1.0406 0.8370
C -2.1012 2.1447 1.5730
C -1.5573 2.4698 2.8357
C -0.5388 1.6777 3.3990
C 0.1095 -0.8910 0.9209
C 0.1242 -1.3372 -0.4723
C -1.2272 -1.5488 -1.1298
C -2.4540 -1.6194 -0.4355
C -3.6659 -1.5661 -1.1493
C -3.6709 -1.5477 -2.5442
C -4.9516 -1.2937 -3.2836
C -2.4564 -1.6885 -3.2231
C -1.2524 -1.7188 -2.5179
H 1.9315 -2.9672 1.2170
H 3.0716 -1.6319 1.2474
H 2.5946 -2.3757 2.8006
H 1.5687 -0.2490 3.7245
H -1.9896 0.8448 -0.1771
H -2.8801 2.7767 1.1470
H -1.9407 3.3382 3.3631
H -0.0656 1.9176 4.3498
H 0.7476 -2.2248 -0.6164
H -2.5079 -1.6636 0.6524
H -4.6233 -1.5072 -0.6278
H -4.7883 -1.2937 -4.3655
H -5.6983 -2.0574 -3.0551
H -5.3768 -0.3224 -2.9960
H -2.4373 -1.7574 -4.3095
H -0.3098 -1.8605 -3.0443
*
```

***

[4]
# C4H13N3S

An isolated molecule of C4H13N3S at a distorted geometry (wB97M-V/def2-TZVPD, the OMol25 dataset).

The calculation puts the calculated total energy at -722.6290 hartree. The calculation puts the LUMO energy at 0.847 eV. The energy relative to the best compared isomer or geometry (same formula, charge and spin) comes out at 25.0 kcal per mole. The value obtained for the highest occupied orbital energy is -8.70 eV. Its SMILES is NCN[C@H](CN)CS.

The geometry in ORCA input format:
```
! wB97M-V def2-TZVPD RIJCOSX def2/J DEFGRID3
* xyz 0 1
C -1.4130 1.2612 0.2763
N -2.7970 1.1200 -0.1256
C -0.3553 0.2261 -0.1719
C -0.5367 -1.1522 0.4964
S -1.9433 -2.0913 -0.1017
N 0.9416 0.7761 0.1340
C 2.1130 0.0458 -0.3223
N 2.7105 -0.7609 0.7012
H -1.2797 1.4947 1.3397
H -0.9843 2.1694 -0.1839
H -3.0053 1.7062 -0.9165
H -2.9988 0.1549 -0.3641
H -0.5651 0.0363 -1.2346
H -0.6059 -1.0650 1.5820
H 0.3631 -1.7467 0.3493
H -1.5269 -2.2020 -1.3821
H 0.9976 1.7683 0.0979
H 2.7542 0.7169 -0.8961
H 1.7657 -0.6501 -1.1046
H 3.2553 -1.5324 0.3474
H 3.1103 -0.2755 1.4790
*
```